{"formula": "C17H20N3O9P2Pd", "method": "wB97M-V/def2-TZVPD", "symbols": ["Pd", "C", "O", "C", "C", "C", "C", "C", "C", "N", "N", "C", "O", "C", "C", "C", "C", "C", "C", "C", "O", "H", "H", "H", "H", "H", "H", "H", "H", "H", "H", "H", "H", "N", "C", "C", "P", "O", "O", "O", "P", "O", "O", "O", "H", "H", "H", "H", "H", "H", "H", "H"], "coordinates": [[0.1279, 0.3409, -0.2147], [4.6626, 0.0464, -1.7997], [5.2221, 0.4071, -0.5452], [4.5653, 0.2369, 0.6439], [5.4281, 0.0907, 1.7067], [4.9741, -0.0912, 3.0136], [3.6213, -0.1422, 3.2230], [2.7084, 0.0165, 2.1671], [1.3194, -0.0543, 2.5807], [0.2688, 0.0748, 1.8812], [-0.9333, -0.0661, 2.5710], [-1.9356, 0.1257, 1.7647], [-1.9037, 0.4155, 0.5137], [-3.2928, -0.0233, 2.3872], [-4.3682, -0.3976, 1.5881], [-5.6373, -0.5338, 2.1385], [-5.8423, -0.2778, 3.4901], [-4.7686, 0.1024, 4.2895], [-3.4980, 0.2234, 3.7402], [3.1434, 0.2494, 0.8354], [2.3111, 0.4765, -0.1473], [5.5129, -0.1541, -2.4478], [4.0883, 0.8523, -2.2302], [4.0479, -0.8532, -1.7287], [6.4904, 0.1162, 1.4845], [5.6744, -0.2041, 3.8313], [3.2276, -0.3048, 4.2216], [1.1422, -0.2346, 3.6390], [-4.1898, -0.5815, 0.5352], [-6.4683, -0.8382, 1.5125], [-6.8337, -0.3701, 3.9182], [-4.9234, 0.3052, 5.3433], [-2.6480, 0.5026, 4.3510], [-1.0491, -0.0649, -4.5675], [-0.9749, 0.0813, -3.0429], [-2.3647, 0.5312, -2.5673], [0.2967, 1.4735, -2.8543], [1.7135, 0.7199, -2.6970], [0.2536, 2.0746, -4.2366], [0.0053, 2.2743, -1.6194], [-0.5432, -1.6406, -2.4607], [0.7725, -1.8547, -3.3916], [-1.6079, -2.5115, -3.0060], [-0.1402, -1.6572, -0.9930], [-0.6163, 0.8477, -4.8837], [-2.0107, -0.1970, -4.8597], [-0.4918, -0.8569, -4.8806], [-2.7316, 1.3445, -3.1995], [-2.3459, 0.8999, -1.5514], [-3.0621, -0.3089, -2.6114], [2.0980, 0.6973, -1.7785], [1.5058, -1.3080, -3.0563]], "fmax_ev_per_a": 1.56, "charge": -1, "homo_energy_ha": [-0.183, -0.184], "spin_multiplicity": 3, "orbital_gap_ev": [7.79, 6.66]}



{"formula": "C17H21BBaN6", "method": "wB97M-V/def2-TZVPD", "symbols": ["H", "N", "B", "N", "C", "Ba", "H", "C", "H", "C", "H", "C", "H", "H", "H", "N", "N", "N", "N", "C", "C", "H", "H", "C", "C", "C", "C", "H", "H", "H", "H", "H", "C", "C", "C", "C", "C", "C", "C", "H", "H", "H", "H", "H", "H", "H"], "coordinates": [[2.9816, -0.4356, 0.0134], [1.1832, -1.4895, -0.3959], [-0.5904, -3.2542, -0.7422], [0.8767, -2.8390, -0.3812], [1.9750, -3.5521, -0.0729], [-0.3159, 0.6852, -1.3521], [1.9213, -4.6259, -0.0284], [3.0362, -2.6578, 0.1245], [4.0429, -2.9022, 0.3735], [2.4814, -1.3830, -0.0866], [-0.6300, -4.4511, -0.7576], [-2.7496, 1.4264, -1.5791], [-2.1259, 2.3564, -1.6364], [-3.3610, 1.3725, -0.6842], [-3.1975, 1.1532, -2.5304], [-1.0230, -2.5830, -2.0403], [-1.4947, -2.7238, 0.4083], [-1.0976, -1.1788, -2.2832], [-1.6697, -1.3605, 0.5550], [-1.2674, -3.2614, -3.1714], [-2.2254, -3.4018, 1.3159], [-1.1889, -4.3063, -3.1701], [-2.1884, -4.4844, 1.3435], [-1.5985, -2.3683, -4.1938], [-2.9386, -2.4688, 2.0722], [-1.5330, -1.0969, -3.5971], [-2.5654, -1.2073, 1.5479], [-1.8460, -2.6198, -5.1974], [-3.6210, -2.6811, 2.8741], [-1.7367, -0.1574, -4.0562], [-2.9084, -0.2295, 1.8592], [2.1788, 0.6659, -1.1670], [1.2806, 1.9013, 0.9962], [1.4683, 3.1713, 1.5104], [1.0371, 3.4911, 2.8445], [1.3036, 4.7325, 3.4016], [1.9722, 5.7243, 2.6620], [2.3592, 5.4583, 1.3365], [2.1109, 4.2234, 0.7586], [0.8871, 1.0998, 1.6143], [1.8180, 1.6453, 0.0762], [0.5095, 2.7215, 3.4146], [0.9908, 4.9476, 4.4263], [2.1869, 6.6936, 3.1115], [2.8617, 6.2355, 0.7568], [2.4099, 4.0146, -0.2737]], "fmax_ev_per_a": 7.61, "charge": 0, "homo_energy_ha": [-0.225, -0.285], "e_above_lowest_ev": 0.0000, "orbital_gap_ev": [4.45, 6.85]}



{"formula": "C17H21BrCl2N4", "method": "wB97M-V/def2-TZVPD", "symbols": ["C", "C", "N", "C", "C", "C", "C", "C", "C", "N", "C", "N", "C", "C", "C", "C", "Cl", "C", "C", "Br", "C", "C", "Cl", "N", "H", "H", "H", "H", "H", "H", "H", "H", "H", "H", "H", "H", "H", "H", "H", "H", "H", "H", "H", "H", "H"], "coordinates": [[2.6492, 2.4675, -2.1960], [1.6101, 1.4630, -2.8055], [1.9675, 0.1415, -2.2627], [2.8241, -0.7441, -3.0875], [2.0083, -1.6204, -4.0266], [1.2675, -0.3336, -1.1161], [1.6833, -1.4276, -0.4451], [1.0355, -1.8290, 0.6548], [1.4823, -3.0720, 1.3946], [-0.0230, -1.1875, 1.0907], [-0.4469, -0.1379, 0.4180], [-1.5660, 0.5198, 0.9056], [-2.2821, 1.4736, 0.0716], [-1.7474, 2.8898, 0.2048], [-2.1792, 0.1382, 2.1384], [-1.7112, 0.7352, 3.3332], [-0.2816, 1.7356, 3.3335], [-2.2891, 0.3526, 4.5478], [-3.2921, -0.6017, 4.5845], [-4.0694, -1.1087, 6.1813], [-3.7121, -1.2091, 3.3978], [-3.1693, -0.7953, 2.1633], [-3.7268, -1.5401, 0.6442], [0.2074, 0.3008, -0.6600], [2.5190, 2.4742, -1.1203], [3.6676, 2.1226, -2.3869], [2.5831, 3.5023, -2.6430], [1.6557, 1.4466, -3.8898], [0.5963, 1.8408, -2.5786], [3.5073, -1.3358, -2.4888], [3.4631, -0.1301, -3.7048], [2.6541, -2.0120, -4.8218], [1.1775, -0.9970, -4.3826], [1.5631, -2.4795, -3.4459], [2.4776, -2.0409, -0.8009], [0.7704, -3.3140, 2.1955], [2.4768, -2.9022, 1.8721], [1.5595, -3.9457, 0.7457], [-2.2462, 1.1424, -0.9828], [-3.3406, 1.5096, 0.3044], [-2.2668, 3.5892, -0.4889], [-0.6794, 2.9029, 0.0035], [-1.9600, 3.1818, 1.2351], [-1.9595, 0.8098, 5.4864], [-4.4579, -1.9755, 3.4277]], "fmax_ev_per_a": 2.80, "charge": 0, "homo_energy_ha": -0.295, "e_above_lowest_ev": 0.4937, "orbital_gap_ev": 8.68, "smiles": "CCN(CC)c1cc(C)nc(N(CC)c2c(Cl)cc(Br)cc2Cl)n1"}



{"formula": "C17H21CeCl2NO4S2", "method": "wB97M-V/def2-TZVPD", "symbols": ["C", "C", "C", "C", "C", "C", "C", "C", "C", "C", "Ce", "Cl", "Cl", "O", "H", "H", "H", "H", "H", "H", "H", "H", "H", "H", "H", "H", "H", "H", "H", "H", "O", "H", "O", "S", "O", "N", "C", "S", "C", "C", "C", "C", "C", "C", "H", "H", "H", "H"], "coordinates": [[0.8891, 2.0442, -1.4540], [2.0495, 1.2424, -1.2853], [2.3162, 1.1442, 0.1073], [2.8317, 0.6165, -2.3651], [1.3359, 1.9074, 0.8000], [0.4564, 2.4704, -0.1688], [-0.7093, 3.3311, 0.0942], [0.2310, 2.3354, -2.7399], [3.4172, 0.3707, 0.7111], [1.2741, 2.1048, 2.2572], [-2.4460, -0.5286, 0.0142], [-0.1480, -1.3144, -1.3359], [-3.3319, -0.1111, -2.4327], [-1.2373, 0.4721, 1.4220], [2.1782, 0.3631, -3.2082], [3.3069, -0.3043, -2.0063], [3.6232, 1.2882, -2.7352], [3.4333, -0.6557, 0.3172], [3.2970, 0.3076, 1.7970], [4.3949, 0.8303, 0.5008], [1.7390, 1.2608, 2.7793], [0.2301, 2.1772, 2.5819], [1.8029, 3.0246, 2.5532], [-1.0920, 3.1611, 1.1057], [-1.5252, 3.1152, -0.6091], [-0.4402, 4.3945, -0.0080], [0.1964, 1.4308, -3.3632], [0.7582, 3.1220, -3.3013], [-0.8023, 2.6616, -2.5763], [-1.5124, 0.5783, 2.3467], [-3.8400, 0.9580, 0.4575], [-4.4421, 1.3850, -0.1694], [-3.6789, -2.6352, 0.2498], [-3.0916, -3.3851, 1.4005], [-3.9752, -3.7147, 2.4834], [-1.7303, -2.5511, 1.7752], [-0.5558, -3.2625, 1.6752], [0.9107, -2.6096, 2.0824], [-0.8052, -4.6109, 1.1577], [0.0833, -5.6728, 0.9519], [-0.4302, -6.9340, 0.6470], [-1.8173, -7.1402, 0.5334], [-2.7082, -6.0712, 0.6734], [-2.1780, -4.8243, 0.9487], [1.1531, -5.4829, 1.0626], [0.2481, -7.7807, 0.5199], [-2.2105, -8.1367, 0.3438], [-3.7856, -6.1796, 0.5757]], "fmax_ev_per_a": 3.19, "charge": -2, "homo_energy_ha": [0.027, 0.027], "orbital_gap_ev": [3.32, 3.32]}



{"formula": "C17H21Cl2NO5SZr", "method": "wB97M-V/def2-TZVPD", "symbols": ["C", "C", "C", "C", "C", "C", "C", "C", "C", "C", "Zr", "Cl", "Cl", "O", "H", "H", "H", "H", "H", "H", "H", "H", "H", "H", "H", "H", "H", "H", "H", "H", "O", "H", "O", "S", "O", "N", "C", "O", "C", "C", "C", "C", "C", "C", "H", "H", "H", "H"], "coordinates": [[2.5236, 1.3004, -2.2342], [1.3508, 1.9448, -2.7238], [0.6091, 1.0130, -3.5295], [0.8138, 3.2417, -2.3470], [1.3701, -0.2092, -3.5500], [2.5226, -0.0248, -2.7180], [3.5559, -1.0507, -2.4542], [3.5972, 1.9288, -1.4573], [-0.7021, 1.3000, -4.1113], [1.0455, -1.4746, -4.2624], [0.4001, -0.2701, 0.5212], [-1.0777, 1.8542, -0.5286], [1.5419, 1.8234, 1.1814], [-0.3414, -0.8992, -1.1849], [1.4547, 3.7815, -1.6759], [-0.1466, 2.9399, -1.6682], [0.6000, 3.8756, -3.2141], [-1.2956, 1.9421, -3.4219], [-1.3079, 0.3845, -4.2597], [-0.5486, 1.8264, -5.0776], [-0.0447, -1.6413, -4.2769], [1.5316, -2.3301, -3.7502], [1.4313, -1.4349, -5.2999], [3.1348, -2.0712, -2.3965], [4.1164, -0.8588, -1.5164], [4.2998, -1.0496, -3.2690], [3.2384, 2.7003, -0.7784], [4.2518, 2.4001, -2.1977], [4.1808, 1.2317, -0.8504], [-0.9221, -1.4687, -1.7174], [2.0276, -1.4414, 0.9423], [2.7865, -1.5261, 1.5772], [-5.4463, 0.5803, 3.5090], [-4.0586, 0.7598, 3.8425], [-3.6594, 1.8829, 4.6567], [-3.0599, 0.5198, 2.4975], [-2.0659, -0.3520, 2.6402], [-0.9820, -0.3312, 1.9137], [-2.3401, -1.2778, 3.7469], [-1.7267, -2.4359, 4.2488], [-2.1217, -2.9285, 5.5134], [-3.0941, -2.2870, 6.2890], [-3.6980, -1.1454, 5.7725], [-3.3449, -0.7376, 4.5036], [-0.9750, -2.8993, 3.6331], [-1.6266, -3.8347, 5.9057], [-3.3558, -2.6762, 7.2800], [-4.4427, -0.5752, 6.2965]], "fmax_ev_per_a": 4.58, "charge": -2, "homo_energy_ha": 0.032, "e_above_lowest_ev": 0.0000, "orbital_gap_ev": 2.94}